The following is a DFT calculation (the ωB97M-V functional and the def2-TZVPD basis) of a structure of composition C2H6CsO2.

Structure (XYZ):
```
11
Properties=species:S:1:pos:R:3:forces:R:3
Cs 3.038976 -2.179242 1.814147 0.03 -0.04 0.04
C -0.877854 0.681275 -0.331017 0.01 0.15 -0.06
C -0.301898 -0.396738 0.553245 0.03 -0.14 0.16
O 1.128600 -0.475087 0.444041 0.20 0.00 0.24
O -0.441094 0.431929 -1.662780 0.25 -0.06 0.14
H -0.551399 1.668152 0.009741 0.04 -0.05 0.01
H -1.968160 0.650331 -0.272261 -0.01 -0.02 0.00
H -0.736707 -1.370372 0.309412 0.06 0.06 -0.17
H -0.526935 -0.190422 1.601546 -0.06 0.09 -0.06
H 1.410930 -0.074869 -0.387018 -0.38 -0.03 -0.23
H -0.174462 1.255041 -2.079055 -0.17 0.06 -0.07
```
Positions in Å, forces in eV/Å.

## Properties
* energy relative to the best compared isomer or geometry (same formula, charge and spin): 1.8 kcal/mol
* net charge: +1
* highest occupied orbital energy: -0.5090 Ha